{"formula": "C51H63N9O8P2", "method": "ωB97M-V with the def2-TZVPD basis set", "elements": ["N", "C", "C", "C", "C", "C", "H", "H", "H", "H", "H", "N", "C", "C", "C", "C", "C", "H", "H", "H", "H", "H", "N", "C", "C", "C", "C", "C", "H", "H", "H", "H", "H", "N", "C", "C", "C", "C", "C", "H", "H", "H", "H", "H", "N", "C", "C", "C", "C", "C", "H", "H", "H", "H", "H", "N", "C", "C", "C", "C", "C", "H", "H", "H", "H", "H", "N", "C", "C", "C", "C", "C", "H", "H", "H", "H", "H", "N", "C", "C", "C", "C", "C", "H", "H", "H", "H", "H", "N", "C", "C", "C", "C", "C", "H", "H", "H", "H", "H", "C", "O", "P", "O", "O", "C", "O", "C", "H", "H", "H", "H", "H", "H", "H", "H", "H", "C", "O", "P", "O", "O", "C", "O", "C", "H", "H", "H", "H", "H", "H", "H", "H", "H"], "xyz": [[15.01405, 21.48720, 16.48422], [15.48324, 22.11547, 17.55234], [16.48835, 21.55725, 18.38454], [16.98244, 20.29315, 18.10877], [16.42696, 19.64983, 17.01874], [15.51085, 20.26782, 16.21861], [15.20648, 23.16827, 17.65701], [16.74481, 22.26063, 19.25102], [17.72888, 19.84390, 18.71914], [16.81619, 18.67594, 16.85483], [15.01377, 19.68932, 15.45109], [11.63723, 12.86788, 11.23053], [10.57372, 13.06016, 12.00102], [9.97714, 14.25639, 12.26190], [10.37598, 15.42258, 11.59549], [11.42793, 15.21665, 10.68088], [12.03548, 13.94272, 10.55159], [10.22273, 12.10910, 12.39706], [9.17957, 14.27483, 13.04477], [9.95558, 16.43682, 11.78282], [11.74890, 16.05096, 9.98998], [12.80761, 13.86716, 9.80181], [12.53640, 19.07643, 19.86269], [12.79829, 19.82824, 18.79142], [11.82605, 20.36746, 17.95370], [10.48208, 20.15809, 18.20730], [10.23891, 19.43641, 19.34847], [11.24644, 18.89182, 20.09940], [13.82422, 19.92555, 18.47348], [12.21027, 20.86319, 17.11691], [9.76073, 20.59360, 17.57772], [9.22030, 19.37316, 19.68124], [11.05299, 18.32897, 21.02312], [16.54945, 9.99440, 14.13130], [16.56831, 10.51930, 12.92046], [15.43828, 10.91402, 12.19754], [14.18318, 10.75284, 12.77038], [14.13084, 10.16713, 14.00702], [15.30638, 9.88240, 14.67699], [17.47242, 10.57029, 12.31837], [15.52955, 11.37453, 11.15742], [13.33311, 10.96513, 12.17687], [13.19645, 10.02540, 14.51848], [15.33349, 9.43826, 15.63155], [5.93499, 17.47357, 16.47963], [6.84607, 17.74723, 15.54652], [8.15311, 17.47482, 15.71174], [8.57313, 16.77962, 16.79601], [7.65808, 16.44439, 17.79238], [6.36748, 16.94523, 17.65167], [6.43737, 18.17185, 14.61272], [8.89577, 17.64144, 14.92729], [9.61359, 16.46605, 16.82311], [7.93421, 16.03541, 18.73931], [5.66763, 16.86984, 18.40336], [9.10064, 12.25103, 15.25760], [8.38519, 13.36343, 15.14036], [7.00034, 13.36542, 14.79259], [6.41279, 12.13527, 14.76002], [7.16455, 10.93150, 14.83228], [8.45236, 11.08075, 15.13223], [8.92208, 14.29651, 15.38627], [6.45374, 14.27559, 14.73138], [5.35445, 12.08427, 14.70116], [6.67912, 9.93951, 14.73853], [9.06751, 10.26367, 15.44570], [10.20655, 19.17089, 12.02387], [11.24832, 18.94780, 12.81878], [12.38468, 19.75239, 12.85483], [12.38248, 20.90991, 11.96903], [11.29957, 21.08512, 11.12189], [10.20230, 20.21257, 11.28152], [11.14295, 18.07649, 13.47239], [13.17977, 19.51097, 13.59189], [13.31059, 21.53534, 11.87721], [11.25925, 21.91065, 10.36011], [9.38946, 20.27366, 10.56320], [17.71944, 16.56232, 18.28783], [16.74130, 15.88464, 17.70786], [16.01550, 14.88031, 18.33164], [16.30790, 14.58374, 19.67932], [17.27148, 15.34465, 20.31180], [17.93377, 16.32635, 19.60669], [16.56695, 16.08356, 16.66203], [15.09050, 14.43107, 17.91106], [15.70155, 13.82951, 20.10729], [17.54319, 14.99744, 21.30927], [18.74171, 16.91734, 19.99140], [11.52303, 11.60046, 19.42623], [12.11684, 12.43406, 20.24746], [12.04119, 13.82152, 20.16197], [11.27259, 14.41980, 19.15774], [10.55151, 13.54406, 18.35378], [10.70573, 12.23194, 18.52619], [12.75749, 12.05040, 21.04342], [12.65021, 14.44243, 20.80404], [11.16077, 15.44852, 19.06763], [9.91906, 13.86607, 17.51804], [10.35747, 11.61871, 17.70427], [17.48085, 10.76653, 17.18092], [16.57808, 10.21502, 18.26366], [15.07740, 10.49345, 18.34392], [14.57943, 11.47129, 17.35164], [14.53244, 8.98580, 18.17442], [13.14833, 8.74079, 18.69150], [14.80932, 10.88670, 19.83118], [15.37401, 10.09563, 20.91645], [18.50142, 10.54512, 17.47783], [17.47626, 11.91816, 17.19394], [17.17327, 10.51502, 16.17010], [13.00136, 9.34751, 19.58694], [13.06334, 7.65255, 18.89971], [12.40338, 9.06892, 17.97484], [16.36047, 9.74741, 20.57476], [14.83092, 9.16530, 21.16796], [15.40666, 10.71770, 21.77572], [12.91273, 13.36205, 15.40347], [13.13251, 14.52905, 14.56492], [12.65060, 15.95550, 15.04131], [11.22221, 16.31148, 15.02101], [13.39023, 16.06116, 16.43477], [13.24876, 17.21352, 17.25644], [13.41524, 16.88667, 14.06406], [14.80106, 16.71209, 13.71909], [13.29456, 13.33950, 16.46266], [13.47129, 12.53542, 14.87752], [11.86311, 13.08087, 15.37651], [12.20849, 17.32287, 17.55616], [13.47716, 18.09474, 16.64780], [13.92873, 17.26715, 18.10904], [15.35354, 16.09570, 14.41019], [15.32981, 17.66259, 13.71732], [14.81877, 16.28093, 12.72855]], "total_energy_ev": -102278.503, "smiles": "COP(=O)(OC)OC.COP(=O)(OC)OC.c1ccncc1.c1ccncc1.c1ccncc1.c1ccncc1.c1ccncc1.c1ccncc1.c1ccncc1.c1ccncc1.c1ccncc1"}